(1)
Entry from the OMol25 dataset: 2 unconnected molecules or ions with the total composition C4H11NO (ωB97M-V/def2-TZVPD).

Each line ends with the Mulliken charge.
Atoms and positions in Å:
C  -1.4451  -0.4853  2.1037  -0.65
O  -0.5321  0.4530  1.6477  -0.84
H  -1.4073  -1.4328  1.5296  0.21
H  -1.2582  -0.7841  3.1537  0.23
H  -2.4685  -0.0876  2.0669  0.23
C  -0.4592  0.0968  -1.9393  -1.00
C  0.4199  0.9616  -1.0472  -0.33
C  1.5827  -0.4673  0.5195  -0.21
N  1.5925  0.2101  -0.5660  -0.06
H  0.0633  -0.4043  -2.7546  0.35
H  -0.9891  -0.6539  -1.3546  0.27
H  -1.1993  0.7764  -2.3657  0.29
H  0.7917  1.8336  -1.5791  0.34
H  -0.1247  1.2648  -0.1486  0.35
H  2.4608  -1.0512  0.7684  0.29
H  0.6539  -0.2497  1.2072  0.27
H  2.3186  0.0199  -1.2418  0.27

Values from the calculation:
HOMO energy	-7.2	eV
total energy	-7860.7155	eV
HOMO-LUMO gap	7.27	eV

***

(2)
Entry from the OMol25 dataset: 2 unconnected molecules or ions with the total composition C4H11NO (ωB97M-V/def2-TZVPD).

Each line ends with the Mulliken charge.
Atoms and positions in Å:
C  -1.0852  1.6755  0.1806  -0.83
C  0.2331  1.7271  -0.6871  0.64
N  0.4767  2.7897  -1.5833  -0.54
O  1.2298  1.0973  -0.4713  -0.54
H  -1.1653  0.7230  0.8002  0.17
H  -1.9817  2.0217  -0.4433  0.29
H  -1.0076  2.4477  0.9958  0.30
H  1.4826  3.0301  -1.6761  0.27
H  0.0029  3.6221  -1.3799  0.23
C  0.1007  -1.6560  0.3960  -0.55
C  0.3586  -3.1099  0.7318  -0.98
H  -0.7063  -1.6017  -0.3188  0.32
H  -0.1884  -0.9687  1.2174  0.13
H  1.0607  -1.0904  0.0749  0.26
H  0.7005  -3.2426  1.7553  0.29
H  0.9687  -3.6284  -0.1110  0.26
H  -0.4799  -3.8363  0.5189  0.28

Values from the calculation:
HOMO energy	-9.7	eV
SMILES string	CC(N)=O.CC
total energy	-7863.0617	eV
HOMO-LUMO gap	10.48	eV

***

(3)
Entry from the OMol25 dataset: 2 unconnected molecules or ions with the total composition C4H11NO (ωB97M-V/def2-TZVPD).

Each line ends with the Mulliken charge.
Atoms and positions in Å:
C  -2.0392  0.5299  0.0369  -0.81
C  -1.6956  0.8581  1.2973  0.04
N  -0.4123  0.7948  1.8425  -0.30
H  -3.0454  0.1339  -0.0290  0.25
H  -1.3928  0.2913  -0.7942  0.19
H  -2.3637  1.4351  1.9300  0.29
H  0.1919  0.0239  1.6164  0.14
H  -0.2512  1.1928  2.7488  0.22
C  1.2862  -1.1967  -0.1587  -0.71
C  1.0172  -0.6031  -1.5436  -0.39
O  1.0961  0.8661  -1.3718  -0.52
H  0.5308  -1.9523  0.0510  0.32
H  2.3211  -1.5127  -0.1601  0.38
H  1.1657  -0.4167  0.5641  0.01
H  -0.0119  -0.7510  -1.8610  0.21
H  1.7169  -0.8400  -2.3535  0.40
H  1.8860  1.1465  -1.8152  0.28

Values from the calculation:
HOMO energy	-7.8	eV
SMILES string	C=CN.CCO
total energy	-7861.8954	eV
HOMO-LUMO gap	8.77	eV

***

(4)
Entry from the OMol25 dataset: a single C4H11NO molecule (ωB97M-V/def2-TZVPD).

Each line ends with the Mulliken charge.
Atoms and positions in Å:
C  -1.7745  -1.9686  -0.2043  -0.83
N  -0.4625  -1.4223  -0.3715  -0.21
C  -0.0022  -0.2946  0.3807  -0.96
C  0.5439  0.9103  -0.3899  0.47
C  0.9558  2.0265  0.5190  -1.31
O  1.7086  0.4631  -1.1273  -0.54
H  -2.3548  -1.3134  0.4606  0.25
H  -2.4548  -1.9397  -1.0759  0.26
H  -1.7539  -2.9986  0.1440  0.28
H  0.2960  -2.0706  -0.4971  0.25
H  0.8869  -0.6010  0.9516  0.29
H  -0.7517  0.0099  1.1262  0.45
H  -0.2856  1.0455  -1.1158  0.17
H  1.3272  2.9988  0.1774  0.38
H  1.7749  1.6399  1.1299  0.40
H  0.0971  2.2637  1.1493  0.33
H  2.2495  1.2512  -1.2569  0.31

Values from the calculation:
HOMO energy	-8.3	eV
SMILES string	CNC[C@@H](C)O
total energy	-7862.9350	eV
HOMO-LUMO gap	9.34	eV

***

(5)
Entry from the OMol25 dataset: a single C4H11NO molecule (ωB97M-V/def2-TZVPD).

Each line ends with the Mulliken charge.
Atoms and positions in Å:
C  -1.3981  0.6084  0.4468  -1.29
C  0.1394  0.6986  0.4915  0.57
C  0.6418  1.4598  -0.7165  -1.66
N  0.8547  -0.5613  0.6526  -0.36
C  0.7430  -1.5518  -0.3775  -0.43
O  -0.4909  -2.2542  -0.4547  -0.53
H  -1.8042  -0.2745  0.9412  0.33
H  -1.8579  1.4758  0.9362  0.37
H  -1.7623  0.5772  -0.5835  0.28
H  0.3671  1.3084  1.3596  0.33
H  1.7196  1.3856  -0.8242  0.39
H  0.2266  1.0882  -1.6444  0.41
H  0.3832  2.5165  -0.6701  0.40
H  0.7146  -0.9445  1.5831  0.27
H  0.8783  -1.0465  -1.3262  0.28
H  1.5656  -2.2532  -0.2295  0.30
H  -0.9205  -2.2326  0.4156  0.33

Values from the calculation:
HOMO energy	-9.2	eV
SMILES string	CC(C)NCO
total energy	-7863.5724	eV
HOMO-LUMO gap	10.12	eV

***

(6)
Entry from the OMol25 dataset: 2 unconnected molecules or ions with the total composition C4H11NO (ωB97M-V/def2-TZVPD).

Each line ends with the Mulliken charge.
Atoms and positions in Å:
C  2.9805  -0.3375  0.4892  -0.82
C  1.8260  -0.8134  0.0954  0.15
N  0.8177  -1.3021  0.9745  -0.51
H  3.7298  0.0457  -0.1867  0.25
H  3.2981  -0.1517  1.5127  0.23
H  1.4343  -0.7560  -0.9163  0.26
H  0.8043  -2.3179  1.0552  0.21
H  0.9493  -1.0009  1.9346  0.25
C  -1.1889  0.4421  -1.5585  -0.82
C  -1.9454  1.3175  -0.5712  -0.22
O  -2.1559  0.6437  0.6682  -0.55
H  -1.6309  0.1928  -2.5250  0.36
H  -0.8507  -0.4722  -1.0699  0.17
H  -0.2654  0.9460  -1.8798  0.27
H  -1.4396  2.2854  -0.4735  0.20
H  -2.9499  1.5533  -0.9006  0.27
H  -1.3309  0.2087  0.9179  0.30

Values from the calculation:
HOMO energy	-9.4	eV
SMILES string	C=CN.CCO
total energy	-7862.5614	eV
HOMO-LUMO gap	10.37	eV

***

Across the entries above, maximum force takes the values 1.2, 2.8, 2.4, 2.1, 0.7, 1.7 eV/A, respectively.
Across the entries above, energy above the lowest of the compared OMol25 structures with the same formula, charge and spin takes the values 370.3, 143.9, 256.5, 156.2, 94.7, 192.2 kJ/mol, respectively.
Across the entries above, M takes the values 89.1, 89.1, 89.1, 89.1, 89.1, 89.1 g mol⁻¹, respectively.